Entry from the OMol25 dataset: a cluster of 12 separate species, C74H148F2N6O10S4 in total at a distorted geometry (ωB97M-V with the def2-TZVPD basis set).

Atoms and positions in Å:
1 F 0.16262 5.93987 4.41626
2 C -0.54884 4.83929 4.64405
3 C -1.35728 4.38623 3.60690
4 C -2.17020 3.28217 3.80913
5 C -2.15595 2.64780 5.06028
6 C -1.26292 3.06991 6.03632
7 C -0.48880 4.22534 5.85944
8 H -1.33542 4.97915 2.69542
9 H -2.79873 2.91563 3.01180
10 H -2.83248 1.85485 5.32426
11 H -1.22269 2.51012 6.98019
12 H 0.20483 4.61300 6.57358
13 F -1.57704 5.10691 0.52556
14 C -2.48523 4.64074 -0.33704
15 C -2.30805 4.85117 -1.71651
16 C -3.35448 4.61116 -2.57247
17 C -4.50482 3.97248 -2.06986
18 C -4.69067 3.78186 -0.72438
19 C -3.66820 4.09914 0.14759
20 H -1.48095 5.41595 -2.12397
21 H -3.29529 4.91876 -3.59834
22 H -5.38847 3.85517 -2.67634
23 H -5.60147 3.41057 -0.34059
24 H -3.81409 3.99296 1.22108
25 C 6.12527 -2.04889 -2.78456
26 C 5.80272 -2.26434 -4.27872
27 C 5.30702 -3.69284 -4.48914
28 C 3.85808 -3.88856 -4.01954
29 C 3.05381 -2.83636 -4.74288
30 C 3.46142 -1.39355 -4.52913
31 N 4.91676 -1.29181 -4.90180
32 O 5.36001 0.01734 -4.61664
33 C 2.68746 -0.54841 -5.56418
34 C 3.03828 -0.96814 -3.12121
35 C 7.18969 -2.18790 -5.01484
36 H 6.35174 -0.99495 -2.56836
37 H 6.98914 -2.66587 -2.44559
38 H 5.31597 -2.39893 -2.16968
39 H 5.41499 -3.95669 -5.56382
40 H 5.99409 -4.27828 -3.87193
41 H 3.76998 -3.74329 -2.91836
42 H 3.52427 -4.92958 -4.22824
43 H 2.00004 -2.84397 -4.46227
44 H 3.11924 -3.03685 -5.80236
45 H 1.64536 -0.76027 -5.46205
46 H 2.95490 0.53587 -5.45639
47 H 3.09949 -0.87957 -6.49767
48 H 1.97865 -0.98099 -3.13699
49 H 3.52372 -1.65372 -2.40811
50 H 3.35611 0.07657 -3.00019
51 H 7.74802 -3.12280 -4.88114
52 H 7.82950 -1.35591 -4.74915
53 H 7.04696 -2.07571 -6.06439
54 H 5.55900 0.34566 -5.52146
55 C -0.94934 0.69642 -5.79970
56 C -2.40907 1.20013 -5.64194
57 C -2.46354 2.63459 -5.12356
58 C -2.27059 3.67732 -6.17769
59 C -3.29162 3.56241 -7.27544
60 C -3.19600 2.14629 -7.97198
61 N -3.18021 1.14559 -6.92288
62 O -3.27977 -0.20041 -7.42707
63 C -4.47129 1.91756 -8.82357
64 C -1.89668 2.07288 -8.80152
65 C -3.16524 0.30221 -4.61755
66 H -0.37891 0.80125 -4.87987
67 H -0.39325 1.29092 -6.52768
68 H -0.87700 -0.34693 -6.06398
69 H -3.49051 2.71419 -4.75292
70 H -1.71456 2.77925 -4.35571
71 H -1.28623 3.58525 -6.60774
72 H -2.26699 4.65670 -5.69686
73 H -3.21133 4.29378 -8.06855
74 H -4.27980 3.75698 -6.85094
75 H -4.33743 1.07128 -9.46167
76 H -5.33268 1.79693 -8.14735
77 H -4.62624 2.76839 -9.48697
78 H -1.02574 2.38552 -8.21065
79 H -1.68442 1.07510 -9.21647
80 H -1.91802 2.69422 -9.67438
81 H -4.22806 0.52374 -4.66118
82 H -2.81967 0.61786 -3.64035
83 H -3.07279 -0.78238 -4.81686
84 H -2.38119 -0.56486 -7.62154
85 C 2.20927 3.28796 -2.80271
86 C 2.72412 3.46141 -1.37557
87 C 3.38883 2.22846 -0.75189
88 C 4.83827 1.96447 -1.25021
89 C 5.64737 3.18810 -0.89613
90 C 5.09869 4.45783 -1.60129
91 N 3.68620 4.59757 -1.20945
92 O 3.08345 5.77763 -1.68357
93 C 5.90519 5.67531 -1.05732
94 C 5.25697 4.30081 -3.15790
95 C 1.55163 3.85840 -0.54044
96 H 1.36212 2.60470 -2.79236
97 H 2.99911 2.93669 -3.45607
98 H 1.87110 4.25372 -3.15684
99 H 3.39370 2.38742 0.34348
100 H 2.78664 1.33374 -0.97541
101 H 4.89778 1.78480 -2.32407
102 H 5.17423 1.05131 -0.73431
103 H 6.70761 3.15851 -1.21547
104 H 5.60705 3.28999 0.17589
105 H 5.75343 5.64282 0.02730
106 H 6.99527 5.59156 -1.25362
107 H 5.57168 6.66383 -1.40561
108 H 4.70130 5.07273 -3.70160
109 H 6.28644 4.41982 -3.42007
110 H 4.93343 3.34444 -3.48919
111 H 0.80179 3.05049 -0.61472
112 H 1.18124 4.81691 -0.84745
113 H 1.86135 3.90306 0.49864
114 H 3.22372 6.34802 -0.93313
115 C 5.76668 -1.68932 0.95722
116 C 4.30246 -1.98152 1.35417
117 C 3.72267 -3.02826 0.42903
118 C 2.43619 -3.67499 0.94790
119 C 2.67652 -4.32129 2.33644
120 C 3.24620 -3.32327 3.32487
121 N 4.37588 -2.58067 2.76707
122 O 4.99740 -1.71447 3.68133
123 C 2.09685 -2.40265 3.79058
124 C 3.87368 -4.08116 4.56449
125 C 3.34694 -0.74729 1.32241
126 H 6.21041 -0.96532 1.65165
127 H 5.75622 -1.28032 -0.03774
128 H 6.36444 -2.63998 1.03047
129 H 3.50866 -2.63340 -0.56986
130 H 4.52884 -3.74410 0.27710
131 H 2.10916 -4.45580 0.25331
132 H 1.59923 -3.01541 1.06605
133 H 3.42891 -5.12360 2.13087
134 H 1.73460 -4.72159 2.78834
135 H 1.36758 -3.01359 4.29661
136 H 2.43223 -1.71358 4.55113
137 H 1.68634 -1.79723 2.98888
138 H 4.13380 -3.41061 5.39660
139 H 3.10681 -4.79224 4.84640
140 H 4.80417 -4.50850 4.18270
141 H 3.61523 -0.00229 2.05376
142 H 2.34705 -1.10969 1.46973
143 H 3.55728 -0.23350 0.37350
144 H 4.44616 -0.97545 4.00119
145 C -3.91249 -1.62298 8.06730
146 C -3.11531 -0.35440 7.60778
147 C -1.89998 -0.07092 8.53466
148 C -0.72701 -0.99600 8.31232
149 C -0.29913 -0.88502 6.83393
150 C -1.47335 -1.19694 5.86284
151 N -2.64164 -0.38826 6.21174
152 O -3.74578 -0.77576 5.35353
153 C -0.92885 -0.88649 4.46793
154 C -1.70273 -2.74640 5.91745
155 C -4.12146 0.86642 7.76275
156 H -4.77041 -1.88553 7.44619
157 H -4.26661 -1.50544 9.10299
158 H -3.18439 -2.43457 8.10487
159 H -1.66746 1.00599 8.49154
160 H -2.29389 -0.21354 9.55025
161 H -1.05579 -1.97900 8.62151
162 H 0.08986 -0.63885 8.88277
163 H 0.46309 -1.60257 6.52741
164 H 0.10197 0.11286 6.59405
165 H -0.26088 -1.65897 4.13518
166 H -1.63525 -0.77808 3.63749
167 H -0.32365 0.02510 4.46239
168 H -1.80948 -3.12592 6.93615
169 H -2.47862 -3.06667 5.24528
170 H -0.78702 -3.20510 5.56222
171 H -4.96451 0.71597 7.06589
172 H -3.50065 1.74355 7.50774
173 H -4.45922 1.01037 8.77777
174 H -3.63674 -0.24213 4.56598
175 C -1.60071 -3.20688 -2.56059
176 C -2.00692 -4.11558 -1.35971
177 C -0.69154 -4.86242 -0.99841
178 C -0.85328 -5.75244 0.25892
179 C -1.09691 -4.71086 1.31282
180 C -2.39271 -3.88486 1.11389
181 N -2.26194 -3.24466 -0.18618
182 O -3.35495 -2.33771 -0.45311
183 C -3.67149 -4.72503 1.37588
184 C -2.37246 -2.87668 2.19778
185 C -3.19958 -5.04884 -1.78432
186 H -0.78352 -2.59277 -2.17903
187 H -2.42891 -2.60121 -2.96252
188 H -1.36137 -3.91273 -3.35627
189 H -0.54323 -5.50419 -1.84950
190 H 0.16732 -4.19965 -1.00341
191 H 0.09489 -6.22529 0.56272
192 H -1.65048 -6.51131 0.17987
193 H -0.23301 -4.05091 1.37517
194 H -1.19902 -5.16595 2.31417
195 H -3.86148 -5.47123 0.61892
196 H -3.62246 -5.24633 2.35223
197 H -4.62431 -4.15008 1.36404
198 H -2.32116 -3.34353 3.14678
199 H -1.50815 -2.22581 2.12264
200 H -3.24172 -2.19600 2.15138
201 H -4.09551 -4.43599 -1.76889
202 H -3.19807 -5.93323 -1.16410
203 H -3.00537 -5.34609 -2.80982
204 H -2.93793 -1.43719 -0.37918
205 C 0.18039 -0.55285 -0.51591
206 S -1.06563 0.80016 -0.51189
207 O -2.38421 0.08601 -0.55667
208 C -0.87995 1.40225 1.19289
209 H 0.35752 -1.03751 -1.48082
210 H -0.22219 -1.24910 0.19701
211 H 1.04153 -0.06812 -0.12072
212 H -1.73058 1.96426 1.51174
213 H -0.03758 2.08972 1.18275
214 H -0.69607 0.57935 1.88933
215 C -5.96755 1.70097 2.06577
216 S -4.90704 0.20131 2.06050
217 O -3.73868 0.46302 2.93981
218 C -6.10360 -0.79946 3.01742
219 H -6.21769 2.03178 3.08114
220 H -6.91229 1.50903 1.55661
221 H -5.32760 2.44725 1.60105
222 H -5.64774 -1.75238 3.23465
223 H -7.03281 -0.85619 2.48821
224 H -6.26687 -0.29792 3.96887
225 C -5.77601 -0.08257 -2.11879
226 S -6.90033 -0.44468 -0.70527
227 O -8.32500 -0.31647 -1.27541
228 C -6.55000 -2.24352 -0.61968
229 H -4.73770 0.13691 -1.74151
230 H -6.13550 0.76120 -2.70821
231 H -5.67954 -0.92013 -2.80415
232 H -7.10762 -2.59522 0.25047
233 H -5.47403 -2.47683 -0.48360
234 H -6.99187 -2.56103 -1.53646
235 C 2.78313 3.09007 3.44590
236 S 2.55474 1.70237 4.59431
237 O 3.79079 0.85131 4.38715
238 C 2.80150 2.68235 6.08663
239 H 1.95420 3.72812 3.62257
240 H 2.72853 2.60877 2.48058
241 H 3.73522 3.61647 3.55856
242 H 3.75190 3.18609 6.07170
243 H 2.74098 2.09902 6.99939
244 H 2.03226 3.46988 6.12982

Properties
LUMO   0.4 eV
E   -157320.3427 eV
Orbital gap   8.2 eV
2S+1   1